P:
A cluster of 11 separate species, C60H153N11O19 in total, computed with ωB97M-V/def2-TZVPD.

Cartesian coordinates (Å):
C  1.75870  1.27867  -4.54513
C  1.60055  0.35404  -5.75686
C  2.84827  -0.28934  -6.34128
O  3.76457  0.69123  -6.84964
C  4.72470  0.14133  -7.63319
N  0.59591  -0.78403  -5.56039
H  0.80152  1.71721  -4.31496
H  2.43053  2.08830  -4.81301
H  2.15450  0.81074  -3.62665
H  1.26476  0.91119  -6.57449
H  2.62909  -1.08222  -7.09309
H  3.41316  -0.83012  -5.57285
H  4.28958  -0.48404  -8.42732
H  5.38260  -0.51119  -7.05084
H  5.34543  0.91914  -8.01618
H  -0.24582  -0.48896  -5.09788
H  0.98917  -1.54808  -5.08902
C  -7.50779  0.66644  -2.83914
C  -7.30040  -0.41978  -1.69485
C  -6.38227  -1.58729  -2.06179
O  -6.87791  -2.23739  -3.21236
C  -5.88548  -3.05599  -3.78067
N  -6.74626  0.22594  -0.46785
H  -7.93846  0.24367  -3.78876
H  -6.51090  1.12273  -2.94140
H  -8.19839  1.43408  -2.47703
H  -8.26701  -0.86496  -1.54778
H  -6.36328  -2.27373  -1.16818
H  -5.36294  -1.26631  -2.27091
H  -4.93191  -2.49533  -3.84284
H  -6.13648  -3.36721  -4.78826
H  -5.64377  -3.97989  -3.18220
H  -6.69139  1.26328  -0.58842
H  -7.22640  0.02262  0.38911
C  0.84599  0.22681  -0.57780
C  -0.07351  0.89383  -1.61410
C  -1.52198  0.62899  -1.35948
O  -2.24449  1.27833  -2.35656
C  -3.56250  0.78041  -2.63891
N  0.10344  2.34803  -1.54374
H  1.11689  -0.82758  -0.76201
H  0.26721  0.27514  0.39473
H  1.78495  0.76525  -0.46642
H  0.16538  0.43978  -2.63892
H  -1.81068  1.07537  -0.37060
H  -1.69293  -0.45990  -1.36436
H  -4.01684  1.50618  -3.33484
H  -4.21888  0.68737  -1.76596
H  -3.56463  -0.12442  -3.21253
H  -0.53559  2.83499  -2.17545
H  1.07568  2.63480  -1.84314
C  3.93692  -5.47765  5.54570
O  2.54350  -5.28031  5.76323
C  1.76136  -6.15868  4.98118
C  1.84559  -5.79117  3.49598
N  0.82628  -6.25041  2.56410
C  -0.53183  -5.75651  2.81231
C  -0.62545  -4.24185  3.21213
O  -0.16047  -3.46780  2.07483
C  -0.28735  -2.03151  2.23828
H  4.35918  -4.72022  6.17886
H  4.14311  -5.35422  4.46384
H  4.13573  -6.50815  5.88877
H  0.74319  -6.06235  5.33318
H  1.96007  -7.19463  5.10897
H  2.83099  -6.04307  3.19432
H  2.03435  -4.70891  3.48315
H  1.10877  -5.86965  1.63747
H  -1.04513  -6.26650  3.67530
H  -1.06862  -5.69983  1.85789
H  0.07860  -4.09215  4.07518
H  -1.70106  -4.05400  3.45196
H  0.33228  -1.51286  1.51114
H  0.14601  -1.78285  3.27070
H  -1.39998  -1.83987  2.25572
C  7.22162  0.93432  5.39666
O  6.47946  2.10882  5.42153
C  7.08648  3.17006  4.76069
C  6.06664  4.25427  4.57163
N  5.01139  3.91452  3.66463
C  4.02140  4.91622  3.49253
C  3.09714  4.62041  2.34422
O  2.28136  3.48281  2.68412
C  1.55709  3.05738  1.56854
H  6.72556  0.21365  6.07213
H  8.30754  1.07156  5.64883
H  7.30857  0.38972  4.32952
H  7.43510  2.91973  3.70437
H  7.99051  3.58347  5.26508
H  6.70665  5.02555  4.21457
H  5.76728  4.64843  5.56643
H  4.59769  3.04156  4.00564
H  4.56681  5.83127  3.30987
H  3.51123  4.95719  4.45322
H  3.63553  4.47398  1.42904
H  2.48434  5.52519  2.18778
H  2.11756  2.88195  0.64277
H  0.77166  3.74164  1.22461
H  1.06645  2.15372  1.82961
C  -8.01192  3.88277  2.92547
O  -7.67814  4.30656  1.58036
C  -8.27268  3.54515  0.61623
C  -7.96784  4.11936  -0.74475
N  -6.65698  3.73294  -1.19026
C  -6.55678  4.13857  -2.61087
C  -5.16065  4.34101  -3.17351
O  -5.25967  4.68419  -4.51356
C  -4.04666  4.44892  -5.18952
H  -7.41147  4.48625  3.59810
H  -7.85305  2.84378  3.05276
H  -9.03140  4.10099  3.09880
H  -9.34847  3.59380  0.74702
H  -8.03560  2.51166  0.62543
H  -8.16907  5.23075  -0.70991
H  -8.71219  3.73319  -1.39973
H  -5.91669  4.11398  -0.61311
H  -7.16719  5.06900  -2.83182
H  -7.01404  3.41247  -3.23768
H  -4.54400  3.41007  -2.99432
H  -4.71054  5.19999  -2.57276
H  -4.07172  4.91879  -6.15616
H  -3.82517  3.35893  -5.46963
H  -3.22552  4.75937  -4.52491
C  3.89646  4.00733  -2.44825
O  2.55128  4.36983  -2.23757
C  2.29929  5.72333  -2.39733
C  0.81127  6.01642  -2.25483
N  0.24975  5.60148  -0.99988
C  -1.22587  5.50121  -0.98732
C  -1.76065  5.22836  0.39943
O  -3.16980  5.21743  0.37814
C  -3.78078  6.47411  0.76984
H  4.31373  4.38124  -3.39424
H  3.97206  2.90792  -2.36168
H  4.64252  4.39582  -1.71096
H  2.57655  5.89876  -3.43052
H  2.86849  6.39011  -1.66885
H  0.25537  5.55844  -3.11826
H  0.80198  7.06496  -2.36237
H  0.51251  4.58637  -0.81097
H  -1.54868  4.72457  -1.63441
H  -1.63481  6.43299  -1.40289
H  -1.47130  5.89461  1.15432
H  -1.44706  4.21415  0.78617
H  -3.44544  6.64763  1.75762
H  -4.86264  6.29500  0.67239
H  -3.42753  7.28742  0.15535
C  -4.78601  2.57680  1.59189
O  -4.01139  2.24273  2.73268
C  -2.78414  1.75317  2.37249
C  -1.93437  1.33072  3.54517
N  -2.34403  0.09354  4.10595
C  -1.53180  -0.44809  5.23704
C  -1.68583  0.23585  6.57474
O  -3.05049  0.32450  7.00097
C  -3.20654  1.10699  8.16919
H  -4.44750  3.56491  1.21903
H  -5.80758  2.69662  1.85148
H  -4.71902  1.78087  0.77088
H  -2.22328  2.53859  1.78313
H  -2.91859  0.98507  1.55173
H  -1.89523  2.16701  4.30363
H  -0.91288  1.09126  3.13852
H  -3.29200  0.17763  4.50134
H  -0.44971  -0.39499  4.99383
H  -1.91075  -1.46587  5.25268
H  -1.23187  1.32472  6.48960
H  -1.11137  -0.32445  7.31487
H  -4.25484  1.46855  8.20063
H  -2.52505  1.95940  8.25557
H  -3.02714  0.56101  9.05871
C  5.39416  -8.77908  1.15413
O  5.01793  -7.43454  1.04787
C  3.76328  -7.10732  0.45470
C  3.81534  -5.59769  0.27880
N  2.46415  -5.14582  0.03178
C  2.29810  -3.71007  -0.05872
C  2.93768  -3.15937  -1.33431
O  3.46746  -1.84156  -1.08901
C  3.47659  -1.02570  -2.23752
H  6.42476  -8.84797  1.40139
H  5.18875  -9.22226  0.17128
H  4.79708  -9.28525  1.86288
H  2.90486  -7.48649  1.02662
H  3.85176  -7.62228  -0.51676
H  4.59127  -5.36357  -0.45871
H  4.16239  -5.17447  1.23397
H  2.06608  -5.64892  -0.74868
H  2.94441  -3.25584  0.65802
H  1.27826  -3.45624  0.11575
H  2.11700  -3.10198  -2.04484
H  3.66544  -3.87556  -1.64969
H  2.53359  -0.51094  -2.49950
H  3.78923  -1.58507  -3.09958
H  4.26570  -0.31225  -2.02785
C  -2.75757  -1.68202  -6.10067
O  -2.08909  -1.88851  -4.87634
C  -1.67849  -3.23856  -4.65739
C  -1.01351  -3.31905  -3.31554
N  -1.98837  -3.00664  -2.29094
C  -1.77364  -3.36824  -0.97038
C  -2.96917  -3.29021  -0.08986
O  -3.31052  -1.93821  -0.06558
C  -3.96488  -1.58330  1.18653
H  -2.05271  -1.85483  -6.94517
H  -3.21591  -0.68630  -6.10680
H  -3.54703  -2.48424  -6.27682
H  -1.04946  -3.56868  -5.48329
H  -2.48975  -3.97335  -4.68966
H  -0.06303  -2.72951  -3.28504
H  -0.79594  -4.32494  -3.14292
H  -2.13829  -1.94724  -2.33796
H  -0.95535  -2.89499  -0.31565
H  -1.44142  -4.41027  -0.82558
H  -2.78763  -3.72554  0.97139
H  -3.82222  -3.90104  -0.42408
H  -3.16538  -1.39703  1.92356
H  -4.60186  -2.42132  1.48332
H  -4.50188  -0.64315  1.10647
C  6.65099  -3.40098  -2.88900
O  6.23172  -3.57100  -1.56489
C  7.25650  -3.14873  -0.65250
C  6.68670  -2.92120  0.75783
N  5.80799  -1.80464  0.70127
C  5.38596  -1.42506  2.09907
C  4.09242  -0.58949  1.94377
O  4.07546  0.44551  0.96279
C  5.06142  1.37605  1.14941
H  5.87215  -3.89546  -3.48581
H  7.55310  -3.96685  -3.05609
H  6.69534  -2.32518  -3.20157
H  7.62569  -2.17655  -0.96949
H  8.05320  -3.92723  -0.63725
H  7.58938  -2.69367  1.36038
H  6.20154  -3.93908  1.14702
H  4.98148  -1.99607  0.08457
H  6.12119  -0.82711  2.57777
H  5.08642  -2.26676  2.75157
H  3.86207  -0.15534  2.95104
H  3.25392  -1.20241  1.59200
H  4.83239  2.21270  0.47700
H  6.00241  1.00649  0.82370
H  5.03577  1.87046  2.14740

Computed properties:
HOMO = -8.424 eV
E_LUMO = 0.58 eV

=====

Q:
A cluster of 11 separate species, C60H153N11O19 in total, computed with ωB97M-V/def2-TZVPD.

Cartesian coordinates (Å):
C  2.38997  -0.60000  -4.24289
O  1.92044  0.57587  -4.76832
C  0.81104  0.55033  -5.65931
C  0.36061  1.98850  -6.06645
N  0.12636  2.77720  -4.88563
C  0.36123  4.18272  -4.99822
C  -0.03557  5.06346  -3.81332
O  0.58535  4.67443  -2.58764
C  -0.01205  5.41109  -1.46430
H  2.52415  -1.43699  -4.92812
H  1.60594  -0.93441  -3.56350
H  3.24868  -0.43040  -3.59331
H  -0.02894  0.10102  -5.12954
H  1.07209  -0.07560  -6.51263
H  -0.58619  2.01288  -6.60595
H  1.05225  2.52100  -6.71928
H  0.74259  2.40304  -4.17827
H  -0.22110  4.46875  -5.87411
H  1.39011  4.35457  -5.31439
H  -1.10852  5.11549  -3.62845
H  0.06799  6.12593  -4.03364
H  -0.06808  6.47198  -1.70820
H  0.57626  5.16379  -0.58065
H  -0.99792  4.97503  -1.30304
C  -3.56497  5.94068  0.14308
O  -2.36521  5.42625  0.67608
C  -2.42148  4.01353  0.97634
C  -1.23012  3.60984  1.81618
N  -1.07231  2.12711  1.81599
C  0.03535  1.62901  2.69710
C  -0.08496  0.12508  2.98502
O  1.00217  -0.39445  3.70786
C  0.83258  -1.78577  4.02428
H  -4.27259  5.82716  0.96435
H  -3.95050  5.24816  -0.60517
H  -3.45984  6.92897  -0.30453
H  -2.51513  3.52901  0.00445
H  -3.34908  3.70058  1.45561
H  -1.41415  4.01910  2.80953
H  -0.36537  4.11267  1.38319
H  -0.99878  1.84009  0.85043
H  0.10882  2.23764  3.59835
H  0.97822  1.75170  2.16415
H  -0.07993  -0.34487  2.00154
H  -1.06962  -0.06665  3.41139
H  1.74479  -2.17310  4.47810
H  0.48685  -2.36344  3.16703
H  0.00874  -1.87973  4.73178
C  3.77740  -1.52852  2.10271
O  4.76406  -0.50783  2.24876
C  4.34621  0.59832  3.14070
C  5.48074  1.51167  3.45716
N  6.51025  0.85287  4.25390
C  7.59742  1.63589  4.81210
C  8.47713  0.84312  5.74640
O  9.48418  1.68940  6.26057
C  10.14938  1.11644  7.35638
H  2.80709  -1.11858  1.82247
H  3.72040  -2.15268  2.99449
H  4.20209  -2.15892  1.32147
H  3.92218  0.31023  4.10262
H  3.54479  1.10706  2.60496
H  5.07166  2.36815  3.99305
H  5.85240  1.82621  2.48195
H  6.86666  0.10090  3.68153
H  7.18787  2.52221  5.29668
H  8.20598  1.94791  3.96334
H  9.07203  0.04978  5.29384
H  7.85467  0.40936  6.52902
H  11.01636  0.61080  6.93121
H  9.52547  0.50572  8.00895
H  10.63490  1.79479  8.05796
C  -5.11857  -2.77796  -1.73405
O  -6.15519  -3.72387  -1.71067
C  -5.87333  -4.85212  -0.82893
C  -7.20028  -5.55976  -0.51966
N  -7.67110  -6.43725  -1.59709
C  -9.04355  -6.78066  -1.34806
C  -9.52617  -7.98598  -2.23136
O  -9.93796  -7.43668  -3.48300
C  -10.54933  -8.51223  -4.32306
H  -4.16318  -3.11194  -2.13876
H  -4.85316  -2.55288  -0.70110
H  -5.36682  -1.80027  -2.14708
H  -5.37386  -4.56339  0.09587
H  -5.24098  -5.62002  -1.27455
H  -7.91043  -4.76817  -0.28057
H  -7.03927  -6.11868  0.40218
H  -7.66805  -5.92027  -2.46474
H  -9.74015  -5.96254  -1.53117
H  -9.21561  -6.92504  -0.28146
H  -10.36146  -8.34360  -1.62928
H  -8.72625  -8.72235  -2.30867
H  -10.68275  -8.24567  -5.37150
H  -11.53338  -8.71446  -3.90015
H  -9.95728  -9.42695  -4.35268
C  2.13951  5.43470  6.72800
O  2.56238  5.69985  5.40137
C  1.44625  5.56375  4.47339
C  2.00935  5.44508  3.01300
N  2.61638  4.15123  2.74312
C  3.03996  4.03684  1.39508
C  4.45493  4.72818  1.16247
O  5.42145  4.19835  2.10596
C  6.60662  4.95112  2.30587
H  1.93425  4.36438  6.74809
H  1.31600  6.05969  7.07343
H  2.89121  5.70150  7.47087
H  0.76793  6.41057  4.57770
H  0.86816  4.65005  4.61148
H  2.74365  6.20533  2.74669
H  1.21614  5.68586  2.30522
H  3.31579  3.86100  3.41147
H  2.24526  4.34297  0.71476
H  3.12513  2.95522  1.29048
H  4.29938  5.79902  1.29362
H  4.80894  4.56047  0.14529
H  6.37042  5.86074  2.85804
H  7.33631  5.17187  1.52681
H  7.21678  4.34063  2.97154
C  -7.50486  -3.75351  3.07797
O  -6.13048  -4.17413  3.13426
C  -5.90949  -5.00661  4.27393
C  -4.42118  -5.26765  4.34407
N  -3.93450  -6.04196  3.15636
C  -2.49909  -6.18502  3.08694
C  -2.00301  -6.68522  1.74937
O  -2.55491  -5.90534  0.77046
C  -2.17371  -6.32549  -0.55942
H  -8.17444  -4.54415  2.73937
H  -7.51517  -2.96935  2.32095
H  -8.01266  -3.51084  4.01142
H  -6.51229  -5.91174  4.19999
H  -6.19339  -4.44000  5.16076
H  -4.27976  -5.81525  5.27586
H  -3.95136  -4.29052  4.45627
H  -4.15358  -5.54671  2.30382
H  -2.18849  -6.84126  3.89995
H  -1.94737  -5.25563  3.22819
H  -2.40239  -7.68097  1.55677
H  -0.92190  -6.78876  1.65678
H  -1.11255  -6.56550  -0.62605
H  -2.44779  -5.58525  -1.31110
H  -2.83321  -7.19085  -0.62502
C  -2.18318  -2.51968  1.35808
O  -1.79434  -1.80568  0.18369
C  -2.58204  -0.60750  -0.03254
C  -1.91028  0.26898  -1.13285
N  -0.60331  0.88942  -0.69590
C  0.12109  1.34329  -1.91304
C  1.59536  1.61655  -1.47173
O  2.21944  0.31665  -1.24081
C  3.62060  0.46943  -0.84035
H  -3.23810  -2.76447  1.23430
H  -2.08248  -1.90582  2.25315
H  -1.54169  -3.40091  1.36251
H  -2.55738  -0.04276  0.89942
H  -3.59241  -0.89890  -0.31950
H  -2.59069  1.09112  -1.35473
H  -1.73665  -0.35026  -2.01291
H  -0.02842  0.12229  -0.37792
H  -0.38588  2.20185  -2.35343
H  0.06058  0.57194  -2.68081
H  1.73675  2.26256  -0.60525
H  2.09745  2.14997  -2.27886
H  3.99764  -0.44362  -0.37961
H  3.77354  1.27334  -0.12032
H  4.24469  0.76333  -1.68429
C  6.08570  -0.54822  -4.20860
O  6.59489  0.28513  -3.16103
C  7.05573  -0.55197  -2.12724
C  7.16777  0.17090  -0.74122
N  8.50390  0.79994  -0.62247
C  8.62119  1.39585  0.69291
C  9.94437  2.07939  1.07050
O  9.65060  2.89735  2.18641
C  10.25152  4.17952  2.01417
H  6.93549  -1.06214  -4.65788
H  5.78303  -0.00722  -5.10516
H  5.32102  -1.26574  -3.91106
H  7.94043  -1.07692  -2.48757
H  6.30390  -1.30623  -1.89500
H  7.12670  -0.59008  0.03809
H  6.39589  0.93967  -0.70544
H  8.51888  1.53989  -1.30974
H  8.46033  0.63042  1.45209
H  7.81078  2.12202  0.75619
H  10.29898  2.64174  0.20672
H  10.79032  1.44563  1.33661
H  9.74514  4.83197  1.30285
H  11.32085  4.11048  1.81449
H  10.19724  4.78347  2.91993
C  -5.94898  2.65067  -0.22530
C  -6.23517  1.24962  -0.60410
C  -6.50734  0.36041  0.62507
O  -5.36129  0.27101  1.39991
C  -5.33333  -0.66465  2.49686
N  -7.30637  1.23963  -1.56527
H  -6.71298  3.07617  0.42537
H  -5.91218  3.33954  -1.06921
H  -5.04023  2.66731  0.37636
H  -5.34986  0.89723  -1.13339
H  -6.67003  -0.65662  0.26830
H  -7.30496  0.71051  1.28031
H  -4.37271  -0.58728  3.00610
H  -5.42430  -1.67399  2.09553
H  -6.04441  -0.41476  3.28427
H  -7.89109  1.88093  -1.04861
H  -7.62535  0.28388  -1.49533
C  -4.08380  3.03040  -3.93539
C  -3.85871  2.51419  -5.31460
C  -3.71529  3.69527  -6.24979
O  -3.65214  3.36441  -7.67065
C  -4.88103  3.02536  -8.32125
N  -2.73324  1.66197  -5.34698
H  -3.23460  3.62048  -3.59076
H  -4.31624  2.15948  -3.32255
H  -4.99246  3.63053  -3.88778
H  -4.70414  1.96024  -5.72265
H  -2.85250  4.33429  -6.06176
H  -4.51517  4.42760  -6.14032
H  -5.38036  2.14261  -7.92188
H  -4.64926  2.77836  -9.35729
H  -5.60110  3.84362  -8.32957
H  -1.86359  2.16396  -5.23830
H  -2.69981  1.32066  -6.29698
C  0.60266  -3.72059  -2.17775
C  1.65476  -3.76074  -1.07614
C  3.08341  -3.67396  -1.71182
O  3.50803  -4.92549  -2.22119
C  3.99738  -5.82073  -1.22144
N  1.37021  -2.66862  -0.17554
H  -0.43826  -3.76581  -1.85753
H  0.79911  -4.45310  -2.96064
H  0.63864  -2.80233  -2.76392
H  1.57154  -4.74242  -0.60981
H  3.83951  -3.34946  -0.99690
H  3.07930  -2.89721  -2.47650
H  4.81584  -5.28397  -0.74175
H  4.41873  -6.67070  -1.75821
H  3.38468  -6.23053  -0.41847
H  1.72265  -1.86690  -0.67865
H  0.36243  -2.60226  -0.16756

Computed properties:
HOMO = -8.002 eV
E_LUMO = 0.68 eV

=====

Relative energies, unit kJ/mol: P 0.0; Q 21.4